11
Properties=species:S:1:pos:R:3:forces:R:3:nbo_charge:R:1 method="wB97M-V/def2-TZVPD" mol_weight_g_mol=92.10 relative_energy_kj_mol=544.6 energy_ha=-306.0041 total_charge=0 homo_lumo_gap_ev=8.4
C 3.1235 0.2677 0.3138 -0.5 0.0 0.0 0.15
C 1.8610 0.2028 0.4799 1.0 0.5 1.1 -0.51
C 0.5669 0.1159 0.8309 0.5 0.0 -0.6 0.44
C -0.4695 1.0650 0.4457 -0.2 0.1 -0.1 -0.26
C -1.2771 0.3324 -0.3416 0.4 0.3 0.0 -0.15
C -0.6239 -1.0096 -0.4372 1.5 0.0 -1.3 -0.13
O 0.0506 -1.1366 0.8063 0.1 0.1 0.8 -0.47
H 0.5513 -0.7446 -1.0752 -3.6 -1.4 0.1 0.22
H -0.3739 2.1369 0.5243 -0.2 -0.1 0.3 0.25
H -2.1376 0.6568 -0.9184 0.3 0.0 0.0 0.24
H -1.2712 -1.8868 -0.6285 0.8 0.5 -0.3 0.23

11
Properties=species:S:1:pos:R:3:forces:R:3:mulliken_charge:R:1 method="wB97M-V/def2-TZVPD" mol_weight_g_mol=92.10 relative_energy_kj_mol=267.1 energy_ha=-306.1098 total_charge=0 homo_lumo_gap_ev=10.0
C -2.7898 -1.1386 -1.1846 0.5 0.1 0.2 -0.88
C -1.7148 -0.7195 -0.6685 -0.3 0.0 0.0 0.23
C -0.5439 -0.1782 -0.0527 0.2 -0.2 -0.1 0.48
C 0.6900 -0.7171 0.1508 -0.2 0.0 0.0 -0.40
C 1.5037 0.3409 0.6513 0.0 0.1 0.0 -0.36
C 0.6934 1.4292 0.7222 0.2 0.0 0.1 -0.34
O -0.5500 1.1388 0.2894 0.0 0.0 0.0 -0.29
H -1.6540 -1.1545 -1.8203 -0.2 -0.1 -0.3 0.27
H 0.9712 -1.7413 -0.0528 0.0 0.2 0.1 0.46
H 2.5503 0.2931 0.9159 -0.2 0.0 0.0 0.39
H 0.8438 2.4473 1.0493 0.0 -0.2 0.0 0.44

11
Properties=species:S:1:pos:R:3:forces:R:3:nbo_charge:R:1 method="wB97M-V/def2-TZVPD" smiles="C#CC(=O)C#CC" mol_weight_g_mol=92.10 relative_energy_kj_mol=338.5 energy_ha=-306.0826 total_charge=0 homo_lumo_gap_ev=10.6
C -0.2598 1.0198 -2.8345 -0.1 0.0 0.4 -0.14
C -0.5856 0.8917 -1.6839 0.0 0.2 -0.7 -0.12
C -1.0286 0.7176 -0.3130 -0.3 0.3 -0.1 0.48
O -1.1403 1.6360 0.4645 -0.2 -0.2 -0.4 -0.51
C -1.1914 -0.7108 0.0658 0.6 0.3 0.5 -0.19
C -0.2352 -0.9945 0.7768 -0.2 -0.1 -0.1 0.19
C 0.8969 -0.9481 1.6743 0.1 -0.1 0.1 -0.72
H 0.0078 1.1399 -3.8598 0.0 0.0 0.1 0.24
H 1.0193 -1.8904 2.2032 0.1 0.0 0.1 0.26
H 0.7106 -0.1439 2.3959 0.1 -0.2 0.0 0.26
H 1.8062 -0.7172 1.1108 -0.1 -0.2 0.1 0.25

Repeat the second record exactly.
11
Properties=species:S:1:pos:R:3:forces:R:3:mulliken_charge:R:1 method="wB97M-V/def2-TZVPD" mol_weight_g_mol=92.10 relative_energy_kj_mol=267.1 energy_ha=-306.1098 total_charge=0 homo_lumo_gap_ev=10.0
C -2.7898 -1.1386 -1.1846 0.5 0.1 0.2 -0.88
C -1.7148 -0.7195 -0.6685 -0.3 0.0 0.0 0.23
C -0.5439 -0.1782 -0.0527 0.2 -0.2 -0.1 0.48
C 0.6900 -0.7171 0.1508 -0.2 0.0 0.0 -0.40
C 1.5037 0.3409 0.6513 0.0 0.1 0.0 -0.36
C 0.6934 1.4292 0.7222 0.2 0.0 0.1 -0.34
O -0.5500 1.1388 0.2894 0.0 0.0 0.0 -0.29
H -1.6540 -1.1545 -1.8203 -0.2 -0.1 -0.3 0.27
H 0.9712 -1.7413 -0.0528 0.0 0.2 0.1 0.46
H 2.5503 0.2931 0.9159 -0.2 0.0 0.0 0.39
H 0.8438 2.4473 1.0493 0.0 -0.2 0.0 0.44